{
  "formula": "C21H32N4O3",
  "method": "ωB97M-V with the def2-TZVPD basis set",
  "orbital_gap_ev": 10.0,
  "smiles": "CCCCC/C=C/CC(=O)N1CC[C@@H]2C[C@]2(C(=O)NCc2nc(C)no2)CC1",
  "energy_ha": -1264.1359,
  "relative_energy_kcal_mol": 73.12,
  "lumo_ev": 0.7684,
  "multiplicity": 1,
  "elements": ["C", "C", "C", "C", "C", "C", "C", "C", "C", "O", "N", "C", "C", "C", "C", "C", "C", "O", "N", "C", "C", "N", "C", "C", "N", "O", "C", "C", "H", "H", "H", "H", "H", "H", "H", "H", "H", "H", "H", "H", "H", "H", "H", "H", "H", "H", "H", "H", "H", "H", "H", "H", "H", "H", "H", "H", "H", "H", "H", "H"],
  "xyz": [[4.9576, -0.1994, -4.5851], [3.8183, -0.8968, -3.8532], [3.3008, -0.0940, -2.6662], [2.1640, -0.7891, -1.9304], [1.6505, 0.0115, -0.7308], [0.5252, -0.6829, -0.0085], [-0.6924, -0.8320, -0.5124], [-1.8028, -1.5608, 0.1831], [-2.6189, -2.4027, -0.7874], [-2.3783, -2.3849, -1.9900], [-3.6133, -3.1701, -0.2656], [-4.5144, -3.8929, -1.1651], [-4.6440, -5.3663, -0.7949], [-3.3050, -6.0438, -0.6838], [-3.0372, -7.0348, 0.4122], [-2.3744, -5.6932, 0.4557], [-0.8996, -5.6973, 0.1287], [-0.1039, -6.4608, 0.6411], [-0.4976, -4.7216, -0.7328], [0.9026, -4.4763, -0.9411], [1.5647, -3.8636, 0.2534], [2.8002, -3.4998, 0.3575], [2.8513, -3.0118, 1.6430], [4.0862, -2.4610, 2.2550], [1.7225, -3.0745, 2.2831], [0.8509, -3.6455, 1.3513], [-2.7133, -4.6599, 1.5386], [-3.6792, -3.5209, 1.1415], [5.3146, -0.7895, -5.4299], [4.6388, 0.7724, -4.9678], [5.8039, -0.0287, -3.9163], [2.9928, -1.0828, -4.5472], [4.1505, -1.8787, -3.5021], [4.1260, 0.0902, -1.9685], [2.9671, 0.8913, -3.0112], [1.3307, -0.9657, -2.6180], [2.5048, -1.7708, -1.5857], [2.4767, 0.1943, -0.0390], [1.3172, 0.9933, -1.0810], [0.7461, -1.1134, 0.9643], [-0.9351, -0.4081, -1.4818], [-1.3981, -2.1823, 0.9850], [-2.4943, -0.8514, 0.6531], [-5.4999, -3.4162, -1.1401], [-4.1177, -3.7820, -2.1712], [-5.1892, -5.4811, 0.1452], [-5.2535, -5.8608, -1.5546], [-2.8118, -6.2362, -1.6314], [-3.8371, -7.2056, 1.1226], [-2.4097, -7.8913, 0.2100], [-1.1678, -4.1554, -1.2280], [1.4301, -5.4037, -1.1691], [1.0278, -3.7931, -1.7811], [3.8755, -2.0765, 3.2496], [4.8453, -3.2399, 2.3223], [4.4834, -1.6619, 1.6297], [-3.1126, -5.1640, 2.4210], [-1.7692, -4.2145, 1.8614], [-3.4738, -2.6437, 1.7546], [-4.7112, -3.7955, 1.3568]],
  "nbo_charge": [-0.6004, -0.3896, -0.3895, -0.3915, -0.4253, -0.1719, -0.1913, -0.5422, 0.6969, -0.6579, -0.4467, -0.2182, -0.4173, -0.2204, -0.3815, -0.1532, 0.7018, -0.6134, -0.6320, -0.2884, 0.5660, -0.5181, 0.3263, -0.6513, -0.1673, -0.3068, -0.4161, -0.2151, 0.2083, 0.2000, 0.2001, 0.1932, 0.1957, 0.1909, 0.1916, 0.1971, 0.2059, 0.2016, 0.2065, 0.1990, 0.2133, 0.2391, 0.2341, 0.1952, 0.2418, 0.1993, 0.2284, 0.2236, 0.2087, 0.2350, 0.4278, 0.2463, 0.2479, 0.2362, 0.2373, 0.2332, 0.2239, 0.2329, 0.2172, 0.2038]
}


{
  "formula": "C21H32N5O8PPtS",
  "method": "ωB97M-V with the def2-TZVPD basis set",
  "orbital_gap_ev": [7.8, 5.9],
  "energy_ha": -2553.8918,
  "relative_energy_kcal_mol": 17.41,
  "lumo_ev": [-0.1338, -2.7611],
  "multiplicity": 5,
  "elements": ["Pt", "N", "C", "C", "O", "N", "C", "C", "O", "O", "H", "H", "H", "H", "H", "H", "C", "N", "C", "N", "C", "N", "C", "P", "C", "C", "H", "H", "H", "H", "H", "H", "H", "H", "H", "H", "H", "H", "C", "C", "C", "C", "C", "C", "C", "C", "C", "C", "O", "O", "H", "H", "H", "H", "H", "H", "H", "H", "H", "H", "H", "C", "S", "O", "O", "O", "H", "H", "H"],
  "xyz": [[-0.2245, 0.7352, -0.2829], [-2.1895, 2.1619, -0.1749], [-2.0364, 3.2319, -1.1643], [-0.5877, 3.6595, -1.2544], [-0.2560, 4.6748, -1.8241], [0.2748, 2.8022, -0.6144], [1.5993, 3.0846, -0.6845], [2.2779, 2.0427, -2.3356], [3.2577, 2.6111, -2.6634], [1.4938, 1.1469, -2.4356], [-2.9012, 1.4696, -0.3789], [-2.3111, 2.5188, 0.7630], [-2.6412, 4.1129, -0.9449], [-2.3339, 2.8644, -2.1465], [2.2547, 2.4954, -0.0595], [1.8708, 4.1010, -0.9461], [-1.3856, 1.6393, 4.8296], [0.0487, 1.6408, 4.5545], [0.6169, 0.3691, 5.0144], [-0.0422, -0.8041, 4.4495], [-1.4696, -0.7364, 4.7368], [-2.1017, 0.4973, 4.2626], [-2.1263, 0.5481, 2.8024], [-0.4147, 0.5309, 2.1169], [0.3322, 1.8664, 3.1390], [0.2327, -0.9400, 3.0184], [-1.8267, 2.5642, 4.4522], [-1.5193, 1.6114, 5.9126], [0.5110, 0.3311, 6.1000], [1.6778, 0.3407, 4.7644], [-1.6044, -0.7858, 5.8187], [-1.9724, -1.5917, 4.2839], [-2.6599, 1.4503, 2.4933], [-2.6771, -0.3010, 2.3937], [-0.0642, 2.8364, 2.8265], [1.4102, 1.8828, 2.9660], [1.3039, -1.0351, 2.8528], [-0.2362, -1.8436, 2.6229], [2.1366, -2.7036, -4.8551], [0.9833, -2.3781, -3.9447], [0.6247, -3.2287, -2.9072], [-0.4208, -2.9301, -2.0433], [-0.7283, -3.8405, -0.8870], [-1.1192, -1.7372, -2.2323], [-0.7928, -0.8738, -3.2770], [-1.5444, 0.4152, -3.4944], [0.2552, -1.2092, -4.1224], [-2.2372, -1.3982, -1.2886], [-3.3026, -1.9675, -1.3022], [-2.0092, -0.4394, -0.3985], [2.5237, -3.7031, -4.6606], [2.9529, -1.9918, -4.7159], [1.8388, -2.6533, -5.9033], [1.1762, -4.1516, -2.7614], [-0.2656, -4.8158, -1.0308], [-1.8008, -3.9758, -0.7560], [-0.3190, -3.4135, 0.0330], [-2.5970, 0.3215, -3.2190], [-1.4899, 0.7217, -4.5380], [-1.1018, 1.2262, -2.9075], [0.5114, -0.5369, -4.9342], [3.5155, -1.2010, -1.0482], [2.3538, -0.9346, 0.2498], [2.5788, -1.9690, 1.2236], [2.4822, 0.4384, 0.7418], [1.0044, -1.0536, -0.4091], [4.5093, -1.1270, -0.6145], [3.3676, -0.4683, -1.8337], [3.3336, -2.2054, -1.4272]],
  "nbo_charge": [1.4006, -0.7758, -0.3317, 0.6341, -0.5784, -0.6592, -0.2457, 0.9363, -0.5285, -0.6254, 0.4287, 0.3809, 0.2255, 0.2392, 0.2415, 0.2332, -0.0747, -0.4505, -0.0762, -0.4463, -0.0744, -0.4523, -0.5373, 0.9246, -0.5413, -0.5438, 0.1956, 0.2079, 0.2050, 0.2099, 0.2053, 0.2054, 0.2089, 0.2548, 0.2268, 0.2541, 0.2762, 0.2437, -0.6286, 0.0033, -0.2272, 0.0401, -0.6481, -0.1194, -0.0059, -0.6262, -0.2143, 0.7678, -0.5898, -0.7790, 0.2134, 0.2184, 0.2208, 0.2039, 0.2160, 0.2364, 0.2254, 0.2163, 0.2278, 0.1970, 0.2072, -0.8894, 2.4055, -0.9672, -1.0254, -1.0267, 0.2493, 0.2492, 0.2527]
}